1.
{
  "formula": "C32H52N7O3P2RuS4",
  "method": "the ωB97M-V functional and the def2-TZVPD basis",
  "species": ["Ru", "C", "S", "C", "S", "N", "N", "C", "C", "C", "C", "C", "C", "N", "H", "H", "H", "H", "H", "H", "H", "H", "N", "C", "C", "C", "C", "C", "C", "S", "O", "O", "N", "C", "S", "C", "C", "N", "H", "H", "H", "H", "H", "H", "H", "H", "C", "P", "C", "C", "O", "H", "H", "H", "H", "H", "H", "H", "H", "H", "C", "C", "C", "C", "P", "N", "C", "C", "C", "C", "C", "C", "C", "C", "H", "H", "H", "H", "H", "H", "H", "H", "H", "H", "H", "H", "H", "H", "H", "H", "H", "H", "H", "H", "H", "H", "H", "H", "H", "H", "H"],
  "positions_angstrom": [[-0.3345, -0.3260, 0.1934], [5.4217, -1.1821, -0.4749], [4.4451, -0.6626, -1.9052], [2.7831, -0.6553, -1.2916], [2.2576, -1.5446, 0.0661], [1.9789, 0.0104, -2.0522], [0.6995, 0.1558, -1.7039], [-0.2217, -0.6669, -2.1157], [-1.6249, -0.1965, -2.1687], [-2.6623, -1.0561, -2.5030], [-3.9363, -0.5399, -2.6393], [-4.1317, 0.8179, -2.4673], [-3.0388, 1.5981, -2.1192], [-1.8109, 1.1146, -1.9609], [6.3167, -1.6676, -0.8608], [4.8440, -1.8854, 0.1187], [5.6985, -0.3147, 0.1211], [0.0424, -1.5885, -2.6157], [-2.4635, -2.1152, -2.6103], [-4.7668, -1.1907, -2.8814], [-5.1112, 1.2642, -2.5852], [-3.1543, 2.6630, -1.9504], [-2.5446, -4.8136, 6.6234], [-3.0576, -4.3471, 5.4249], [-3.3930, -5.2354, 4.4003], [-3.9508, -4.7689, 3.2209], [-4.1810, -3.4128, 3.0518], [-3.8539, -2.5161, 4.0649], [-3.2922, -2.9779, 5.2382], [-4.8509, -2.8055, 1.5344], [-6.0539, -2.0663, 1.8394], [-4.9850, -3.9482, 0.6697], [-3.6416, -1.8861, 1.0010], [-3.5959, -0.5515, 1.0665], [-4.9398, 0.5869, 1.4178], [-3.8695, 1.9316, 1.2638], [-2.6423, 1.5104, 0.9625], [-2.4518, 0.1376, 0.8762], [-2.1732, -5.7448, 6.6466], [-2.0994, -4.1565, 7.2348], [-3.2226, -6.2982, 4.5393], [-4.2108, -5.4493, 2.4170], [-4.0385, -1.4532, 3.9301], [-3.0348, -2.2806, 6.0307], [-4.2070, 2.9523, 1.3881], [-1.7925, 2.1474, 0.7679], [-0.8438, -3.1906, 2.5544], [-0.7079, -3.7790, 0.8592], [-1.9668, -5.0267, 0.6151], [0.8155, -4.7394, 0.7808], [-0.7693, -2.6690, -0.1716], [-0.5412, -3.9657, 3.2628], [-1.8785, -2.8932, 2.7364], [-0.2034, -2.3125, 2.6530], [-2.0363, -5.6541, 1.5087], [-1.6937, -5.6472, -0.2414], [-2.9250, -4.5481, 0.4274], [0.7588, -5.5987, 1.4561], [1.6710, -4.1230, 1.0356], [0.9332, -5.0887, -0.2460], [-1.5276, 1.1680, 4.2278], [-0.3118, 2.1104, 4.1010], [-0.8083, 3.3756, 3.3893], [0.1812, 2.5565, 5.4825], [1.0008, 1.2237, 3.0427], [0.3510, 0.2999, 1.9303], [2.1396, 2.5082, 2.2424], [2.5972, 3.6084, 3.2065], [3.3689, 1.7607, 1.7002], [1.4338, 3.1386, 1.0306], [2.0022, 0.1414, 4.2315], [1.0118, -0.6749, 5.0830], [2.9771, 0.9042, 5.1336], [2.7809, -0.9028, 3.4246], [-2.3920, 1.7566, 4.5565], [-1.3754, 0.3689, 4.9524], [-1.7728, 0.7169, 3.2642], [-1.5912, 3.8227, 4.0096], [-1.2495, 3.1451, 2.4312], [-0.0317, 4.1275, 3.2605], [-0.6424, 3.0773, 5.9825], [1.0151, 3.2601, 5.4121], [0.4780, 1.7336, 6.1273], [3.1097, 3.2051, 4.0802], [1.7747, 4.2334, 3.5529], [3.3030, 4.2596, 2.6805], [4.0493, 1.4597, 2.4969], [3.9203, 2.4286, 1.0319], [3.0767, 0.8792, 1.1237], [0.6141, 3.7992, 1.3106], [1.0595, 2.3839, 0.3522], [2.1686, 3.7325, 0.4779], [0.5017, -0.0877, 5.8403], [1.5749, -1.4565, 5.6018], [0.2651, -1.1661, 4.4548], [2.5096, 1.6997, 5.7127], [3.8020, 1.3336, 4.5621], [3.4116, 0.1908, 5.8409], [2.1274, -1.4148, 2.7241], [3.1857, -1.6432, 4.1232], [3.6140, -0.4868, 2.8635]],
  "forces_ev_per_a": [[0.96, -0.47, 2.10], [-0.16, 0.09, -0.12], [0.06, -0.02, -0.02], [-0.30, -0.17, 0.08], [0.01, 0.02, 0.09], [0.51, 0.03, -0.38], [-0.62, 0.02, 0.27], [0.21, 0.43, -0.95], [-0.11, 0.30, -0.18], [0.11, -0.39, 0.12], [-0.08, -0.15, -0.07], [-0.07, 0.08, 0.06], [0.15, 0.00, 0.15], [-0.14, 0.09, -0.16], [-0.03, 0.03, 0.00], [0.04, -0.04, 0.03], [0.01, -0.06, 0.07], [0.03, -0.17, -0.08], [-0.03, 0.03, -0.01], [0.03, 0.00, 0.02], [0.07, -0.01, 0.02], [0.00, -0.02, 0.00], [-0.19, 0.02, -0.10], [0.05, -0.01, 0.02], [0.04, -0.01, 0.04], [-0.08, 0.04, 0.02], [-0.16, -0.04, 0.09], [-0.13, -0.02, 0.08], [0.01, 0.05, 0.08], [0.08, 0.61, -0.08], [0.16, 0.26, 0.02], [0.08, -0.08, -0.16], [-0.13, 0.57, 0.03], [0.10, -0.11, 0.20], [0.06, -0.70, 0.03], [-0.37, 0.21, 0.05], [0.49, -0.43, -0.09], [-0.66, -0.13, -0.36], [0.06, -0.04, -0.01], [0.08, 0.06, 0.03], [-0.01, 0.04, -0.01], [-0.02, 0.08, 0.14], [0.02, -0.10, 0.00], [-0.04, -0.05, -0.06], [0.03, -0.18, -0.03], [0.02, 0.00, -0.02], [-0.01, 0.04, -0.23], [-0.05, -0.03, 0.02], [0.03, -0.03, -0.08], [-0.01, 0.06, -0.04], [0.03, 0.24, 0.41], [-0.04, 0.05, -0.05], [0.25, -0.01, -0.03], [0.06, 0.02, 0.03], [0.05, 0.04, -0.14], [-0.02, 0.05, 0.02], [-0.08, -0.04, 0.00], [-0.04, 0.11, -0.08], [0.14, 0.06, 0.02], [0.06, -0.02, 0.03], [-0.02, 0.07, 0.03], [0.02, -0.11, -0.20], [-0.01, 0.09, 0.16], [-0.03, 0.08, 0.06], [0.24, 0.10, 0.18], [-0.57, 0.12, -0.78], [-0.09, -0.18, 0.10], [0.08, 0.03, 0.02], [-0.02, 0.05, -0.04], [0.07, 0.19, 0.18], [-0.17, -0.01, -0.12], [0.04, -0.05, 0.00], [0.07, -0.06, 0.05], [0.12, -0.04, 0.04], [0.09, -0.05, 0.00], [0.03, 0.04, -0.04], [0.02, 0.01, 0.10], [0.00, -0.04, -0.03], [-0.06, 0.01, -0.21], [-0.16, -0.07, 0.01], [0.03, -0.02, -0.04], [-0.11, -0.06, 0.03], [-0.04, 0.10, -0.02], [-0.03, 0.11, -0.10], [0.16, -0.02, -0.03], [-0.03, -0.04, 0.01], [-0.02, 0.02, -0.07], [-0.03, 0.02, 0.04], [0.03, 0.03, 0.03], [0.06, -0.06, -0.06], [-0.10, -0.23, -0.20], [-0.03, 0.00, 0.07], [-0.03, -0.06, -0.01], [0.00, 0.03, -0.02], [0.03, 0.04, 0.06], [0.10, -0.11, -0.04], [-0.05, -0.09, 0.08], [0.00, 0.01, -0.01], [-0.01, -0.03, -0.04], [0.00, 0.06, -0.02], [-0.08, -0.06, -0.01]],
  "mulliken_charge": [0.898, -0.690, -0.101, 0.231, -0.271, -1.393, 0.566, -0.433, 1.379, -0.855, -0.312, -0.603, -0.184, -0.328, 0.396, 0.184, 0.212, 0.418, 0.272, 0.437, 0.399, 0.425, -0.566, 1.008, -0.831, -0.289, -0.650, -0.211, -0.582, 1.026, -0.764, -0.740, -0.017, -0.564, -0.218, -0.669, -1.680, 1.897, 0.193, 0.190, 0.300, 0.748, 0.351, 0.312, 0.496, 0.802, 1.461, 0.471, -1.092, -1.377, -0.183, 0.696, -0.710, -1.428, 0.346, 0.575, 0.039, 0.410, 0.304, 0.363, -1.911, 2.979, -1.829, -2.124, -0.463, 0.477, 2.307, -1.864, -2.285, -1.625, 2.542, -1.732, -2.172, -1.603, 0.566, 0.200, 0.088, 0.612, -0.070, 0.484, 0.535, 0.284, 0.367, 0.318, 0.273, 0.526, 0.247, 0.645, 0.213, 0.287, 0.074, 0.581, 0.263, 0.694, 0.030, 0.242, 0.339, 0.566, -0.070, 0.614, 0.330],
  "homo_ha": [-0.275, -0.277],
  "homo_lumo_gap_ev": [7.51, 6.33],
  "e_above_lowest_kj_mol": 141.2,
  "energy_ha": -4229.85549,
  "spin_multiplicity": 6,
  "molar_mass_g_mol": 874.100
}


2.
{
  "formula": "C46H55AsKN8O7P",
  "method": "the ωB97M-V functional and the def2-TZVPD basis",
  "species": ["K", "O", "C", "C", "C", "C", "C", "C", "C", "O", "N", "N", "C", "C", "C", "C", "C", "C", "C", "O", "H", "H", "H", "H", "H", "H", "H", "H", "H", "H", "O", "C", "N", "N", "N", "C", "N", "N", "H", "H", "H", "C", "C", "O", "P", "O", "C", "C", "O", "C", "C", "H", "H", "H", "H", "H", "H", "H", "H", "H", "H", "H", "H", "H", "H", "H", "C", "C", "C", "C", "C", "C", "As", "N", "C", "C", "C", "C", "C", "C", "C", "C", "C", "C", "C", "C", "C", "C", "C", "C", "C", "C", "H", "H", "H", "H", "H", "H", "H", "H", "H", "H", "H", "H", "H", "H", "H", "H", "H", "H", "H", "H", "H", "H", "H", "H", "H", "H", "H"],
  "positions_angstrom": [[-11.2578, -20.2542, 6.2041], [-13.7618, -21.0924, 10.6550], [-13.9177, -22.4361, 10.6732], [-14.5321, -23.0876, 11.7790], [-14.7171, -24.4457, 11.8142], [-14.2088, -25.2057, 10.7338], [-13.6784, -24.5926, 9.6485], [-13.5217, -23.2012, 9.5450], [-13.0689, -22.5600, 8.2318], [-13.1824, -21.2671, 8.1992], [-12.7397, -23.3807, 7.2664], [-12.3117, -22.7374, 6.0621], [-12.5872, -23.5068, 5.0756], [-12.2632, -23.3895, 3.6859], [-12.5937, -24.4604, 2.7906], [-12.5429, -24.3438, 1.4133], [-12.2251, -23.0330, 0.9070], [-11.8187, -22.0055, 1.7325], [-11.7244, -22.1192, 3.1636], [-11.2057, -21.2231, 3.8527], [-13.4776, -20.9003, 9.7650], [-14.9122, -22.4899, 12.5547], [-15.1855, -24.8844, 12.6840], [-14.3501, -26.2814, 10.8226], [-13.3297, -25.1585, 8.7845], [-13.1347, -24.4402, 5.3038], [-12.8440, -25.4002, 3.2431], [-12.8336, -25.1272, 0.7418], [-12.2435, -22.8993, -0.1566], [-11.5793, -21.0154, 1.3530], [-8.2531, -18.3069, 0.0384], [-8.0813, -18.3944, 1.1574], [-8.8771, -17.5721, 4.6278], [-9.8514, -16.6968, 5.1541], [-9.6706, -15.4394, 5.4661], [-10.8688, -15.0803, 5.8636], [-11.7526, -16.0754, 5.7711], [-11.0747, -17.0941, 5.3035], [-8.2283, -16.9184, 4.1886], [-8.4667, -18.1027, 5.4385], [-11.0625, -14.0779, 6.2247], [-15.9065, -18.2950, 8.5354], [-14.7334, -18.0353, 7.5727], [-15.2399, -17.3777, 6.3435], [-14.6920, -17.8459, 4.7939], [-15.5179, -16.6511, 4.0018], [-16.9219, -16.4947, 4.0371], [-17.3932, -15.2340, 4.8053], [-15.6961, -19.0704, 4.5255], [-15.1759, -20.3100, 3.9554], [-15.5403, -21.4685, 4.8992], [-15.5372, -18.8631, 9.4007], [-16.6805, -18.8563, 7.9954], [-16.3403, -17.3690, 8.9107], [-14.2959, -19.0225, 7.2884], [-14.0441, -17.3835, 8.0955], [-17.4708, -17.3416, 4.4702], [-17.2777, -16.4804, 2.9854], [-17.2148, -15.4073, 5.8748], [-18.4296, -15.0512, 4.5811], [-16.8203, -14.3673, 4.5172], [-14.1041, -20.3205, 3.6917], [-15.6891, -20.4832, 3.0048], [-14.8679, -21.5907, 5.7341], [-15.4815, -22.3909, 4.3474], [-16.5549, -21.4012, 5.2199], [-6.1881, -25.2422, 10.4617], [-6.3904, -23.9106, 9.8083], [-7.6435, -23.3316, 9.6839], [-7.8334, -22.1185, 9.0573], [-9.2317, -21.5633, 9.0052], [-6.7530, -21.3917, 8.6023], [-6.9460, -19.7287, 7.3904], [-8.5331, -18.9533, 7.2957], [-9.2156, -18.1645, 8.2611], [-8.9223, -16.8059, 8.4590], [-9.6192, -16.0672, 9.3824], [-10.6808, -16.6470, 10.0633], [-11.0504, -17.9603, 9.8117], [-10.3332, -18.6880, 8.9072], [-5.8098, -18.4878, 8.5450], [-5.8560, -18.3520, 9.9658], [-6.8430, -19.1275, 10.7780], [-4.8740, -17.6373, 10.6286], [-3.9492, -16.8165, 9.9518], [-3.0071, -15.9311, 10.6829], [-3.9559, -16.8678, 8.5668], [-4.8755, -17.6808, 7.8605], [-4.8447, -17.6632, 6.3746], [-5.4519, -21.9227, 8.7503], [-4.1998, -21.2506, 8.1776], [-5.2939, -23.1818, 9.3418], [-7.1398, -25.7344, 10.6906], [-5.6411, -25.1935, 11.3718], [-5.5468, -25.9238, 9.8639], [-8.5503, -23.8920, 10.0202], [-9.9087, -22.1110, 9.6830], [-9.6579, -21.6878, 7.9989], [-9.1874, -20.5074, 9.2634], [-8.0702, -16.3574, 7.8612], [-9.2540, -15.0563, 9.5735], [-11.2111, -16.0606, 10.7882], [-11.9383, -18.3787, 10.2700], [-10.7817, -19.6215, 8.5949], [-7.8573, -19.1791, 10.3253], [-6.9646, -18.8097, 11.7788], [-6.4676, -20.1381, 10.8380], [-4.9476, -17.6156, 11.6975], [-2.4363, -15.3267, 9.9993], [-2.3403, -16.4746, 11.3795], [-3.5421, -15.2427, 11.3363], [-3.3574, -16.2060, 7.9307], [-4.0397, -17.0173, 6.0393], [-5.7381, -17.2180, 5.8897], [-4.6266, -18.6520, 5.9461], [-4.3589, -21.0276, 7.1210], [-3.3489, -21.8918, 8.1970], [-3.9891, -20.3173, 8.6758], [-4.3059, -23.5825, 9.4096]],
  "forces_ev_per_a": [[0.05, 0.16, -0.18], [-0.87, -0.70, 2.52], [-0.01, -0.57, -0.76], [0.53, 0.49, -1.27], [0.97, 0.00, -0.92], [-1.35, -0.70, 1.98], [0.85, 0.48, -1.32], [-0.27, -0.26, 0.39], [-0.49, 0.43, 0.08], [0.62, -0.26, -0.21], [0.06, 0.69, 0.46], [-0.46, -0.63, 0.62], [0.07, -1.23, 0.23], [0.10, 0.95, -1.37], [0.48, 1.19, 0.52], [0.21, 1.91, 0.33], [0.21, -1.02, 0.90], [-0.35, -0.07, -0.33], [-0.41, -1.93, -0.66], [-0.06, 0.73, 0.58], [0.60, 0.46, -2.13], [-0.31, 0.86, 0.96], [-0.05, -0.23, -0.07], [0.25, 0.06, -0.43], [-0.15, 0.04, 0.20], [0.18, 0.19, 0.13], [-0.35, -0.42, 0.23], [-0.01, -0.35, -0.13], [-0.04, 0.24, -0.49], [0.08, -0.14, -0.22], [0.12, -0.11, 1.09], [-0.11, 0.11, -1.08], [-0.26, 0.89, 0.40], [0.15, -0.77, -0.33], [1.23, 0.29, -0.03], [-0.13, 0.57, 0.10], [-0.20, -0.15, 0.17], [-0.58, -0.60, 0.15], [0.20, -0.55, 0.20], [-0.26, 0.38, -0.16], [-0.18, -0.27, -0.10], [0.28, -0.21, -0.61], [-1.13, -0.62, -0.95], [0.67, -0.59, -0.07], [-0.57, 1.38, 1.49], [0.37, -0.24, 0.32], [-1.21, 0.24, -0.25], [1.13, -1.02, -0.01], [0.31, -1.11, -0.40], [-0.63, -0.82, 0.29], [0.79, 0.27, -0.83], [-0.14, -0.03, -0.27], [0.13, 0.01, 0.33], [0.00, 0.15, -0.12], [0.03, 0.74, 0.40], [0.56, 0.10, -0.41], [0.58, -0.12, 0.11], [0.28, 0.30, 0.37], [-0.25, 0.12, -0.23], [-0.55, 0.03, 0.10], [0.25, 0.34, -0.21], [-0.21, 0.48, 0.54], [-0.14, 0.30, 0.06], [0.17, 0.29, 0.41], [0.22, -0.49, -0.41], [-0.78, 0.36, 0.40], [-0.08, -0.90, -0.77], [0.38, 0.38, 0.09], [-0.65, -1.44, 0.25], [-0.67, 0.24, 0.48], [-0.01, -0.48, -0.08], [0.72, 0.97, -0.53], [0.77, -0.01, 0.39], [-0.96, 0.62, 0.27], [0.98, -0.77, -1.45], [1.68, -0.15, -0.85], [0.21, 0.22, 0.13], [0.07, 0.38, 0.47], [-0.39, 0.94, 0.30], [-0.83, -0.27, -0.53], [0.16, 0.66, 0.34], [0.26, -0.64, -0.92], [-0.71, -0.66, -1.16], [-0.08, 0.97, -0.69], [-0.40, -0.98, -0.28], [0.15, 0.02, 1.06], [-0.90, -0.05, -0.67], [-0.35, -0.31, 1.11], [0.32, 0.31, -1.12], [0.17, -0.46, -0.36], [-1.40, 0.10, -0.22], [-0.85, 0.64, -0.16], [0.16, 0.02, -0.20], [0.39, 0.45, 1.09], [-0.60, 0.29, -0.09], [0.86, 0.46, -0.17], [0.30, 0.30, -0.13], [0.12, 0.21, 0.19], [-0.19, -0.42, -0.04], [-1.07, -0.59, 0.85], [-0.50, -0.09, 0.06], [-0.29, 0.18, 0.29], [0.02, -0.04, 0.06], [0.41, -0.13, 0.27], [0.71, 0.12, 0.13], [0.04, 0.79, 1.09], [-0.09, -0.57, 0.00], [0.21, 0.13, 0.56], [0.44, 0.13, -0.24], [-0.09, 0.06, -0.53], [-0.21, 0.14, 0.00], [0.17, -0.15, 0.54], [0.37, 0.18, -0.03], [0.13, -0.61, 0.45], [-0.40, 0.24, 0.08], [-0.14, 0.20, -0.07], [0.65, -0.60, 0.37], [0.20, 0.31, 0.18], [0.57, -0.34, 0.12]],
  "mulliken_charge": [0.932, -0.684, 0.231, -0.787, -0.370, -0.642, -0.714, 0.422, 0.730, -0.296, -0.726, 0.394, -0.828, 0.673, -0.538, -0.769, -0.312, -0.544, -0.035, -0.647, 0.259, 0.458, 0.359, 0.357, 0.383, 0.122, 0.339, 0.373, 0.370, 0.356, -0.215, 0.201, -0.464, 1.126, -1.048, -0.207, -0.383, 0.089, 0.301, 0.125, 0.422, -1.486, 0.682, -0.250, 0.534, -0.435, -0.072, -1.162, -0.387, -0.259, -0.926, 0.339, 0.329, 0.380, -0.210, 0.209, 0.157, 0.411, 0.208, 0.391, 0.283, 0.290, 0.228, -0.095, 0.437, 0.435, -1.585, 0.791, -1.082, 0.857, -0.075, -0.489, -0.054, 0.679, -0.050, 0.202, -0.956, -0.789, -1.024, 1.130, 0.519, 1.258, -1.252, -1.275, 0.882, -1.516, -1.225, 1.025, -1.715, 0.838, -1.444, -1.185, 0.346, 0.336, 0.335, 0.235, 0.366, 0.138, -0.836, 0.315, 0.360, 0.387, 0.601, -0.490, -0.208, 0.582, 0.317, 0.414, 0.384, 0.288, 0.315, 0.171, 0.492, 0.145, 0.308, 0.296, 0.512, 0.173, 0.405],
  "homo_ha": -0.067,
  "homo_lumo_gap_ev": 5.66,
  "e_above_lowest_kj_mol": 0.0,
  "energy_ha": -5927.70296,
  "molar_mass_g_mol": 976.989,
  "charge": -2
}